{
  "formula": "C19H43N6O16PbS2",
  "method": "the ωB97M-V functional and the def2-TZVPD basis",
  "elements": ["Pb", "N", "O", "O", "O", "C", "C", "O", "S", "O", "O", "O", "H", "H", "H", "H", "C", "C", "O", "S", "O", "O", "O", "H", "H", "H", "H", "C", "C", "O", "N", "C", "H", "H", "H", "H", "H", "H", "H", "C", "C", "O", "N", "C", "H", "H", "H", "H", "H", "H", "H", "C", "C", "O", "N", "C", "H", "H", "H", "H", "H", "H", "H", "C", "C", "O", "N", "C", "H", "H", "H", "H", "H", "H", "H", "C", "C", "O", "N", "C", "H", "H", "H", "H", "H", "H", "H"],
  "coordinates": [[-1.798467, 1.069279, -2.292328], [0.482044, 0.047376, -0.132875], [-0.412683, 0.875282, -0.199985], [0.764165, -0.572080, -1.144664], [1.193421, 0.006348, 0.868680], [1.350288, 0.535348, 4.576283], [0.150687, 0.285211, 3.616828], [-0.942927, 0.692321, 4.407661], [-0.555415, 1.815532, 5.638364], [-1.193701, 1.360185, 6.906175], [-0.724588, 3.216629, 5.154756], [1.006348, 1.393355, 5.606395], [2.140217, 1.038439, 4.018598], [1.701948, -0.320871, 5.151888], [-0.045305, -0.760343, 3.379074], [0.208588, 0.980471, 2.779355], [4.021044, -3.973158, -0.199483], [2.649035, -3.512900, -0.908506], [2.398729, -4.424681, -1.932038], [3.508900, -5.720015, -1.970044], [4.661358, -5.447651, -2.803397], [2.824637, -7.020405, -2.038335], [4.009505, -5.366517, -0.436408], [4.086993, -3.831834, 0.879303], [4.886368, -3.470195, -0.631140], [2.727375, -2.499985, -1.303430], [1.760114, -3.426759, -0.283610], [-2.605197, 2.112324, 1.993900], [-3.538418, 2.000317, 0.790034], [-3.032606, 2.214023, -0.305864], [-4.816070, 1.709608, 0.910200], [-5.463306, 1.228197, 2.147768], [-2.912342, 2.691925, 2.864416], [-1.638035, 2.506841, 1.682350], [-2.411833, 1.086263, 2.306828], [-5.317276, 1.596204, 0.040688], [-5.543427, 0.142502, 2.093602], [-6.468595, 1.596738, 2.351862], [-4.872547, 1.558646, 3.002112], [-1.850526, -1.846300, 1.037662], [-2.977805, -1.733717, 0.029383], [-2.888670, -0.826489, -0.747595], [-4.015466, -2.535514, 0.131982], [-5.159345, -2.369078, -0.814550], [-2.126262, -2.534448, 1.836737], [-1.677787, -0.921057, 1.587363], [-0.969007, -2.251941, 0.541181], [-3.965617, -3.249836, 0.844273], [-5.031266, -1.476501, -1.426928], [-6.033093, -2.082653, -0.229199], [-5.328722, -3.306105, -1.345016], [4.838594, 4.449747, 2.743946], [3.657259, 3.615941, 2.223414], [3.805605, 2.388668, 2.231415], [2.562750, 4.295868, 1.839233], [1.372012, 3.657348, 1.298435], [5.768403, 4.111943, 2.286290], [4.947554, 4.327693, 3.821594], [4.759514, 5.516926, 2.536647], [2.520320, 5.302795, 1.905566], [1.590245, 2.713027, 0.799701], [0.846031, 4.247982, 0.548368], [0.686657, 3.400630, 2.106203], [2.386553, 3.689485, -2.554905], [1.615639, 2.314632, -2.703830], [0.387677, 2.296887, -2.528481], [2.348138, 1.212951, -2.888130], [3.629980, 0.957737, -2.211226], [1.972520, 4.384515, -3.285383], [3.458102, 3.549330, -2.697117], [2.130582, 4.118543, -1.586142], [1.822852, 0.367829, -3.061205], [3.702105, -0.080630, -1.887658], [3.631828, 1.605691, -1.334721], [4.474757, 1.211956, -2.851392], [-1.346495, -3.084053, -2.558693], [-1.642405, -2.291450, -3.789773], [-1.763045, -1.047526, -3.604287], [-1.617195, -2.885127, -4.973468], [-1.812395, -2.370796, -6.285188], [-0.757931, -2.555547, -1.808780], [-0.798412, -3.980029, -2.850139], [-2.304061, -3.274346, -2.073964], [-1.554389, -3.893168, -4.977345], [-1.050932, -2.591796, -7.033151], [-1.688379, -1.293348, -6.176411], [-2.795502, -2.668636, -6.649730]],
  "forces_ev_per_a": [[-0.48, 0.10, -0.52], [1.60, 1.41, -0.15], [-1.85, 1.46, 1.53], [0.52, -2.23, -1.43], [0.42, -0.85, 1.05], [1.34, -1.26, -1.28], [0.53, 1.24, 1.22], [-1.60, 1.73, 2.53], [-1.06, -0.25, -0.20], [1.73, 1.45, -3.63], [0.36, -3.82, 1.30], [-2.24, 2.32, 1.53], [0.26, -0.42, -0.04], [0.15, -0.52, -0.85], [0.42, 0.23, -0.28], [0.16, -0.67, -0.34], [-1.69, 0.57, -0.58], [1.27, 1.32, 1.35], [1.01, -2.69, -1.62], [-0.01, 0.27, 1.47], [-1.95, -0.20, 0.40], [1.34, 3.39, 0.28], [-0.14, -1.61, -0.94], [-0.47, -0.02, -0.12], [-0.02, -0.21, -0.37], [0.34, -0.08, -0.31], [0.20, -0.59, 0.46], [-0.06, -0.45, 0.08], [2.44, 1.22, 0.25], [-0.25, -0.01, -0.63], [-2.22, -0.54, 1.18], [0.46, 0.05, -0.29], [-0.44, -0.12, -0.11], [-0.28, -0.04, -0.37], [-0.01, -0.02, 0.33], [0.13, 0.06, -0.02], [0.17, -0.10, 0.34], [0.01, 0.37, -0.62], [0.10, -0.36, -0.11], [-0.65, -1.28, 0.85], [2.05, 0.96, 2.05], [-0.65, 1.44, -2.04], [-1.52, -0.70, -0.84], [0.08, -0.05, 1.50], [0.08, -0.43, 0.04], [0.20, 0.24, -0.77], [0.17, 0.40, 0.09], [-0.44, 0.03, -0.31], [0.70, -0.52, -0.31], [-0.25, -0.52, 0.12], [-0.08, 0.34, -0.23], [-0.24, 0.38, -0.25], [1.77, -0.75, 0.86], [-0.99, 1.06, -0.37], [-0.67, 0.07, -0.78], [-0.25, -0.79, 0.08], [-0.18, -0.22, -0.04], [-0.15, -0.13, -0.03], [-0.17, 0.07, 0.01], [0.40, -0.29, 0.14], [0.40, -0.03, 0.16], [0.18, 0.40, 0.25], [-0.21, 0.12, 0.02], [-0.88, -1.46, -0.22], [-0.43, 1.78, 1.58], [1.18, 0.48, -1.19], [0.47, -1.19, -0.57], [-0.22, 1.01, -0.15], [0.11, -0.17, -0.19], [-0.11, 0.25, 0.09], [0.25, -0.19, 0.10], [-0.39, 0.17, 0.31], [-0.23, 0.15, -0.10], [0.42, -0.27, 0.18], [0.08, -0.11, 0.02], [-0.17, -0.95, -0.16], [0.91, 3.74, 1.81], [-0.41, -2.15, -1.85], [0.41, -2.36, -0.39], [-0.20, 1.90, -0.25], [0.09, 0.51, -0.54], [-0.30, -0.38, 0.38], [-0.01, -0.54, -0.03], [0.16, 0.06, 0.51], [0.19, -0.78, 0.38], [-0.73, 0.20, -0.21], [0.02, 0.35, -0.21]],
  "spin_multiplicity": 2,
  "lumo_energy_ha": [0.0078, 0.0076],
  "orbital_gap_ev": [3.540, 8.913],
  "max_force_ev_per_a": 4.27
}